No. 1
96
Properties=species:S:1:pos:R:3:forces:R:3 method="wB97M-V/def2-TZVPD" lumo_energy_ha="0.0139 / 0.0140" multiplicity=2 e_homo_ev="-7.09 / -7.51" total_energy_ha=-3354.356287 gap_ha="0.2744 / 0.2901"
Ti 11.7604 10.4807 10.8299 0.656 2.106 2.189
O 9.6381 11.2963 15.2518 0.414 0.981 -2.371
C 9.6951 11.5612 13.8605 -0.129 0.887 1.372
C 8.6373 10.7059 11.5750 0.347 -0.018 1.399
C 9.0158 12.0411 10.9758 -1.536 -0.506 -2.067
N 10.3892 12.4313 11.0265 -2.447 -1.622 -4.253
C 10.7509 12.7686 12.1452 2.760 2.134 4.020
C 10.1128 12.7894 13.4436 -0.354 -1.752 0.898
C 12.2285 13.1460 12.1308 -1.696 -1.343 0.103
O 12.4179 14.3242 12.2718 1.397 1.819 0.334
O 12.9779 12.1537 11.8878 0.336 -0.471 -0.367
C 8.1805 12.3672 9.9556 0.508 0.762 0.026
O 7.4479 12.7277 9.1067 0.912 -0.599 1.324
O 10.8004 9.3250 9.8544 -2.230 -5.701 -1.619
H 9.2271 10.4258 15.3143 0.510 -0.378 0.051
H 8.9179 9.8981 10.9336 0.219 -0.355 -0.531
H 10.4371 13.4435 14.2395 0.188 0.373 -0.285
C 6.4811 9.4798 11.2246 1.212 0.161 -0.841
N 7.2141 10.6365 11.7897 -0.320 -1.541 -1.628
C 6.9508 10.9659 13.1252 2.326 2.590 0.215
C 7.5076 9.9974 14.1343 -0.518 1.011 0.041
N 8.6908 9.3940 13.6596 1.260 -0.329 0.831
C 8.6240 8.0145 13.2705 -0.129 0.592 -3.551
C 9.4605 10.3914 12.8957 1.277 -0.995 0.162
N 10.7996 9.9161 12.5244 -0.710 -0.251 0.003
C 11.6544 9.4964 13.6575 -0.925 1.961 -0.494
C 12.8486 8.7417 13.1260 -0.764 0.010 -0.545
N 13.1150 9.3193 11.7753 -0.738 -1.118 1.226
C 14.3008 9.4196 11.2890 0.591 0.300 0.228
N 14.5639 9.1065 9.9989 2.273 0.751 -0.476
C 13.6906 8.7833 8.8904 -0.790 -0.150 0.849
C 15.9727 9.4197 9.7086 0.356 -0.554 0.795
C 16.5681 9.5738 11.1138 0.937 -0.301 1.597
N 15.4018 9.8702 11.9536 -0.482 -0.755 -1.284
C 15.4752 10.5142 13.2676 0.408 -0.736 -1.196
H 5.9038 9.8507 10.3712 -0.269 -0.384 0.218
H 5.8846 8.9923 11.9599 -0.964 0.014 0.645
H 7.1039 8.6290 10.8644 0.094 0.852 0.062
H 5.9572 11.0782 13.3312 -2.830 0.606 0.266
H 7.4654 11.9803 13.1835 -0.969 -0.917 0.625
H 6.7284 9.3239 14.3301 -0.767 -1.522 0.426
H 7.6941 10.5527 15.0415 -0.740 0.118 0.456
H 9.1238 7.2690 13.8395 0.577 -0.306 1.081
H 9.1137 7.9563 12.2210 -0.858 -0.232 1.538
H 7.5596 7.7411 13.1607 0.487 -0.206 -0.024
H 11.0588 8.9374 14.3723 0.133 -0.254 0.327
H 11.9913 10.4654 14.1433 0.053 -1.070 0.022
H 12.6419 7.6488 13.0171 0.030 0.742 -0.097
H 13.5972 8.8450 13.9064 0.725 0.005 -0.391
H 12.6686 8.8229 9.3072 0.692 -0.662 -0.684
H 13.9420 7.8079 8.4718 -0.069 -0.073 0.115
H 13.6998 9.5590 8.1272 0.386 -0.187 0.054
H 16.1421 10.3853 9.2192 -0.401 -0.395 -0.697
H 16.4267 8.5218 9.2209 -0.209 1.139 -0.097
H 17.3301 10.3869 11.2685 -0.643 -0.778 -0.539
H 17.0246 8.5994 11.4600 -0.222 0.902 -0.299
H 16.1221 11.3546 13.0843 0.550 0.371 0.459
H 15.9033 9.7850 13.9584 -0.046 0.396 0.383
H 14.5374 10.9380 13.5938 -0.417 -0.281 -0.124
C 8.1331 8.3871 4.3392 -0.803 -0.761 0.077
Sb 6.3335 9.4338 4.8487 -0.553 -0.538 -0.023
C 7.0866 11.4275 5.0743 -0.938 0.054 0.911
C 6.1337 8.7331 6.8900 1.342 0.067 0.115
H 8.0508 7.3288 4.6261 -0.144 0.323 0.076
H 9.0102 8.7821 4.7749 0.990 0.542 0.544
H 8.2231 8.3949 3.2734 0.167 0.116 -0.713
H 8.1102 11.4085 5.3248 1.388 -0.030 0.036
H 6.6120 12.0653 5.8470 -0.142 -0.564 -0.480
H 6.9226 11.8470 4.1035 0.092 0.539 -0.496
H 5.0652 8.7836 7.0082 -0.348 -0.401 0.496
H 6.6091 9.4778 7.5674 -0.257 -0.670 -0.292
H 6.5805 7.6991 7.0458 -0.756 1.351 -0.196
C 10.5840 11.3411 7.3523 0.729 2.053 -1.239
N 11.3074 12.5399 7.9218 0.526 -0.974 -0.184
C 10.7026 13.8439 7.6798 -0.140 -0.681 1.886
C 11.7626 14.9054 7.7144 -1.240 -0.591 -0.542
C 12.4259 14.8180 9.0266 2.650 -0.990 -1.254
N 13.1501 13.5202 9.0462 -0.876 1.048 0.033
C 14.4251 13.5754 9.7589 -0.201 2.620 0.656
C 12.4908 12.4098 8.6366 -0.956 0.721 -0.075
O 12.9136 11.2794 8.9245 -0.036 -0.742 0.533
H 9.5350 11.6665 7.1832 0.646 -0.501 0.306
H 10.6899 10.4671 7.9196 -0.227 -0.835 1.411
H 11.0290 11.0276 6.3801 -0.263 0.648 0.243
H 9.9590 14.0040 8.4857 0.253 0.247 -0.141
H 10.1186 13.8172 6.8061 -0.385 -0.050 -1.502
H 11.2740 15.8239 7.5078 -0.201 1.157 -0.019
H 12.4554 14.6770 6.9299 0.607 0.168 -0.527
H 11.8013 14.8942 9.8527 -1.231 0.282 1.529
H 13.2479 15.5051 9.0954 0.021 0.856 0.220
H 14.9050 12.6617 9.6306 0.885 -1.624 0.161
H 14.2591 13.8513 10.8588 0.318 -0.601 -1.615
H 15.1107 14.4078 9.3087 -1.332 -1.384 0.475
F 9.0973 7.6700 9.6636 -0.691 -0.309 -0.304
B 10.3504 7.9223 9.9570 1.528 4.289 0.177
F 11.1052 6.9072 10.3546 0.135 0.322 -0.156

No. 2
122
Properties=species:S:1:pos:R:3:forces:R:3 method="wB97M-V/def2-TZVPD" lumo_energy_ha="0.0785 / 0.0784" e_homo_ev="-5.10 / -5.10" total_energy_ha=-6802.853522 charge=-1 gap_ha="0.2661 / 0.2660"
Ce -0.4673 0.6061 0.4810 -0.082 -0.710 -0.140
C -4.4436 -4.0063 0.1804 -1.162 -1.304 -0.148
C -5.1549 -2.7603 -0.2989 0.452 2.459 -0.772
C -4.3754 -2.1571 -1.4879 -0.178 0.039 -0.431
C -6.5853 -3.0281 -0.7503 0.442 0.276 -0.868
N -5.1739 -1.7304 0.7850 -0.300 -0.059 -0.227
C -5.3267 -2.1070 2.0910 0.490 -1.952 0.005
C -5.0734 -1.0614 2.8513 -0.554 1.260 0.886
N -4.9063 0.0492 2.0228 0.114 -0.138 0.907
B -4.6011 1.4059 2.7684 0.932 -0.963 -0.024
N -3.3699 1.2210 3.7949 0.254 -1.416 -1.356
C -3.2221 2.0770 4.8254 -0.938 1.057 0.230
C -2.1537 1.7309 5.5597 -0.969 0.114 -1.131
N -1.5995 0.6592 4.9397 0.737 -1.199 0.266
C -2.3114 0.3371 3.8302 -0.800 0.846 0.419
S -1.9517 -0.9053 2.7566 0.321 -0.455 -0.948
C -0.3949 -0.0446 5.5109 -1.137 -1.518 -0.724
C -0.7391 -1.5619 5.8468 -0.365 1.754 -1.614
C -0.0646 0.5757 6.8439 1.764 0.150 -0.595
C 0.7170 0.0898 4.5083 0.093 0.815 -1.243
N -4.3107 2.5485 1.7827 0.494 0.878 -0.391
C -5.3786 3.2283 1.2632 -1.148 -0.247 0.188
C -4.9627 4.1832 0.4054 -0.495 -1.192 1.289
N -3.5961 4.1167 0.4038 0.701 -0.469 -0.019
C -3.1842 3.0998 1.2668 0.116 0.833 -0.241
S -1.5315 2.8328 1.8109 -0.698 0.442 -0.088
C -2.7574 5.0482 -0.4174 -0.410 -0.097 -0.196
C -1.9474 5.9060 0.5067 1.112 1.113 -0.528
C -1.8828 4.2617 -1.3956 -0.346 0.090 0.391
C -3.6626 6.0701 -1.1847 -0.080 0.231 0.879
C -5.0414 -0.3692 0.7385 -0.234 0.307 -0.427
S -5.3242 0.6298 -0.6611 -0.009 -0.217 0.781
H -4.4098 -4.6808 -0.6983 0.327 0.269 0.520
H -5.0929 -4.5174 0.8998 0.042 -0.140 -0.022
H -3.4745 -3.9399 0.6652 0.222 0.572 -0.380
H -4.0140 -2.9676 -2.1092 0.107 -0.263 -0.151
H -3.5236 -1.5675 -1.1713 0.298 -0.102 0.223
H -4.9693 -1.4718 -2.1103 0.056 -0.498 0.364
H -6.4715 -3.6725 -1.6284 -0.503 -0.142 0.148
H -7.1544 -2.1291 -1.0491 0.694 -0.159 0.099
H -7.1443 -3.4885 0.0256 -0.575 -0.791 0.677
H -5.4419 -3.1525 2.3739 0.006 0.566 -0.091
H -5.0740 -1.0259 3.9359 0.162 0.295 -0.357
H -5.5657 1.6698 3.4424 0.066 0.227 -0.011
H -3.9131 2.9005 4.8450 0.052 0.155 0.575
H -1.7131 2.1280 6.3994 0.406 0.990 1.430
H -1.6438 -1.5102 6.4489 0.140 -0.440 0.377
H 0.1506 -1.8683 6.3541 0.214 -0.796 0.585
H -0.9409 -2.1651 4.9428 0.255 0.376 0.496
H -0.8668 0.4189 7.5181 -0.646 -0.060 0.919
H 0.1201 1.6347 6.6939 0.212 0.192 0.324
H 0.8800 0.1163 7.2292 -0.859 0.326 -0.246
H 0.5396 -0.4865 3.5773 -0.156 0.572 0.653
H 1.6202 -0.3274 4.9014 0.777 -0.022 0.466
H 0.8621 1.1797 4.2273 0.008 -1.292 0.305
H -6.3833 2.9150 1.5525 0.453 0.283 -0.299
H -5.6117 4.8376 -0.1161 0.143 0.503 -0.546
H -1.2852 5.4103 1.1820 0.381 -0.717 0.179
H -2.5879 6.5175 1.1141 -0.424 0.464 0.252
H -1.3206 6.5622 -0.1416 -0.390 -0.218 0.569
H -1.4584 3.3765 -0.9496 0.129 -0.081 0.360
H -1.0668 4.8920 -1.7225 0.149 0.153 -0.301
H -2.4662 3.9139 -2.2302 -0.220 -0.010 -0.494
H -4.2060 6.7138 -0.4484 0.407 -0.467 -0.480
H -4.4270 5.6430 -1.8385 0.393 -0.157 -0.138
H -2.9888 6.7478 -1.7377 -0.349 -0.463 0.036
O -2.2900 0.9288 -0.5259 0.231 -0.271 -0.157
H -3.2858 0.8910 -0.6323 0.677 0.079 0.071
H -1.5498 1.3515 -2.2044 -0.719 -0.553 1.244
F 1.3125 0.7908 1.5997 -0.570 -0.007 -0.020
Se 0.0474 -4.6403 -0.8528 -0.046 -0.538 -0.241
C -0.2304 -2.9546 -0.4195 0.029 0.112 0.267
N -0.3833 -1.8493 -0.0832 -0.060 0.863 0.046
C 8.2013 -5.6751 0.0111 -0.727 0.683 -1.569
C 7.3207 -4.4354 -0.1696 0.305 0.105 -0.255
C 6.0513 -4.6289 -0.6945 -0.535 -0.830 0.308
C 5.1544 -3.5851 -0.8965 -0.324 0.321 -0.075
C 3.7292 -3.8887 -1.2456 -1.427 0.694 -1.374
C 5.6024 -2.2793 -0.6774 0.710 1.398 0.469
Te 4.3849 -0.4735 -0.8088 -0.128 -0.699 0.106
N 0.6998 1.4137 -1.2145 -0.593 -0.021 0.182
C 0.3229 1.7562 -2.3689 -1.003 -0.271 0.241
O -0.9328 1.6279 -2.8750 0.913 0.616 -1.431
C 1.2533 2.2992 -3.3669 1.855 -0.215 0.993
C 2.5383 2.6279 -2.8363 -0.780 0.170 -0.656
C 3.6012 2.8882 -3.6505 0.443 -0.884 -1.838
C 3.4562 2.6569 -5.0766 0.086 1.556 1.845
C 2.1770 2.4729 -5.5715 0.649 -0.037 0.459
C 1.0905 2.2630 -4.7184 -0.797 -0.136 -1.456
C 3.5141 -0.9148 -2.6647 -1.789 -0.873 0.342
C 2.1323 -1.3283 -2.6859 0.928 0.524 -1.250
C 1.5217 -1.6487 -3.9160 0.063 -0.319 1.160
C 2.3038 -1.7324 -5.0622 -0.929 0.190 -0.655
C 3.6277 -1.4087 -4.9936 0.916 0.607 0.015
C 4.2709 -0.9528 -3.8170 0.097 -0.195 -1.027
C 5.7579 -0.6160 -3.8730 -0.170 -0.637 -0.748
C 6.9110 -2.0110 -0.1943 0.402 -1.496 0.019
C 7.4286 -0.6266 0.1329 -0.975 -0.619 1.544
C 7.7626 -3.1181 0.0580 -0.151 -0.412 0.191
H 7.9274 -6.3200 0.8243 -0.390 -0.290 0.336
H 9.2140 -5.3922 0.1365 1.125 0.333 0.280
H 8.1600 -6.2165 -0.9614 -0.007 -0.015 0.801
H 5.6851 -5.6726 -0.8508 0.347 0.922 0.057
H 3.4869 -4.9326 -1.1673 0.124 -0.586 0.449
H 3.4015 -3.6797 -2.3200 0.822 0.138 1.211
H 2.9719 -3.3360 -0.6350 0.806 -0.320 -0.283
H 2.6549 2.6473 -1.7755 -0.083 0.040 0.541
H 4.5829 3.1492 -3.2294 -0.488 -0.178 -0.246
H 4.3479 2.8488 -5.6749 -0.439 -0.265 -0.231
H 1.9602 2.4835 -6.6149 0.200 -0.213 -0.708
H 0.1434 2.0183 -5.2436 0.500 0.188 0.945
H 1.5641 -1.3856 -1.7639 0.078 0.130 -0.123
H 0.4663 -1.9268 -3.9440 0.283 0.118 0.108
H 1.8778 -1.9732 -6.0673 0.241 0.060 1.111
H 4.1574 -1.4369 -5.9356 0.457 -0.008 0.050
H 6.1356 -0.9963 -4.8735 -0.138 0.487 1.265
H 6.2555 -1.1389 -3.0354 0.077 0.274 -0.560
H 5.9670 0.4654 -3.7953 -0.196 -0.406 0.020
H 8.4483 -0.7247 0.5317 -0.237 0.272 -0.319
H 6.7732 -0.2311 0.9867 0.955 -0.099 -1.249
H 7.3540 0.0046 -0.7425 0.124 0.419 0.040
H 8.7836 -3.0069 0.4893 -0.838 0.245 -0.415

No. 3
15
Properties=species:S:1:pos:R:3:forces:R:3 method="wB97M-V/def2-TZVPD" lumo_energy_ha="-0.1937 / -0.1979" e_homo_ev="-13.51 / -13.36" total_energy_ha=-1131.916952 charge=+1 gap_ha="0.3029 / 0.2931"
C -0.3033 -0.0218 -1.2474 -2.104 2.098 1.731
C 0.8347 0.0132 -0.2610 -3.539 -1.808 -0.007
C -1.9298 -0.0991 -0.6202 2.900 -0.141 0.971
C 1.0456 -1.2338 0.5770 -1.682 -0.389 0.111
N 0.7463 1.2675 0.4584 -1.719 -0.622 1.365
Cl -2.2427 1.3262 0.3259 -0.392 0.908 -0.229
Cl -2.3773 -1.4359 0.3433 0.058 -0.459 -0.603
H -0.4637 0.8383 -1.8775 0.538 0.803 0.031
H -0.3561 -0.7675 -1.9129 0.541 -3.262 -2.117
H 1.9550 -1.1190 1.1548 0.676 -0.609 -0.338
H 0.9527 -2.1665 -0.1523 0.489 1.891 2.047
H 0.2581 -1.3015 1.5005 1.157 0.037 -2.361
H 0.9224 1.9620 -0.2269 1.636 1.503 -0.238
H 1.3211 1.1346 1.3280 -0.570 1.437 -0.966
H -0.3630 1.6034 0.6104 2.012 -1.387 0.602

No. 4
9
Properties=species:S:1:pos:R:3:forces:R:3 method="wB97M-V/def2-TZVPD" lumo_energy_ha=-0.0034 e_homo_ev=-9.67 total_energy_ha=-259.306178 gap_ha=0.3519
C -0.4638 0.1338 0.2126 0.457 -1.392 -1.919
N -1.0026 0.9677 1.0355 -0.531 0.484 -0.906
N 0.4088 -0.4878 1.1480 0.135 1.445 1.201
N -0.3667 0.3243 2.1394 -0.121 -0.931 -1.020
N -0.5111 -0.2704 -1.8335 -1.095 3.859 4.628
H 0.4711 -1.4421 1.4690 -0.386 -0.473 -0.762
H 0.1410 0.9668 2.7654 0.337 -0.205 -0.967
H -0.4721 0.8359 -1.9890 0.419 -3.106 0.089
H 0.4229 -0.6397 -1.7411 0.784 0.320 -0.344

No. 5
13
Properties=species:S:1:pos:R:3:forces:R:3 method="wB97M-V/def2-TZVPD" lumo_energy_ha=0.0324 e_homo_ev=-8.79 total_energy_ha=-646.613066 gap_ha=0.3554
C -2.1312 0.2428 -0.1654 -1.179 -1.064 0.703
C -0.6977 0.1414 0.2199 1.609 1.585 0.320
S 0.0455 -1.3839 -0.3530 -0.096 -0.945 -0.025
C 1.7282 -1.2100 0.0759 1.440 0.375 0.176
N 2.4970 -0.1756 0.0677 -0.146 -1.197 0.167
O 1.9333 0.9606 -0.4694 -0.596 -0.057 -0.174
H -2.5765 1.1845 0.1779 0.204 -0.128 -0.305
H -2.3011 0.0695 -1.2257 0.012 0.269 -0.086
H -2.6710 -0.5672 0.3772 0.047 0.484 -0.409
H -0.0516 0.8945 -0.2536 -0.802 0.043 0.214
H -0.5583 0.3007 1.3074 -0.098 -0.465 -0.448
H 2.3033 -2.1211 0.3746 -0.885 0.721 -0.191
H 2.4801 1.6639 -0.1335 0.490 0.380 0.057

No. 6
11
Properties=species:S:1:pos:R:3:forces:R:3 method="wB97M-V/def2-TZVPD" lumo_energy_ha=0.0242 e_homo_ev=-8.46 total_energy_ha=-322.490512 gap_ha=0.3352 smiles="N=C=O.C=CO"
N 0.9780 0.5575 -2.3687 -3.421 2.609 0.385
C 0.2442 1.5342 -2.1491 1.996 -3.171 0.453
O -0.6015 2.2003 -1.7139 -0.041 0.602 -0.539
H 1.8968 0.4191 -2.6327 1.786 0.207 -0.655
C -0.5294 -0.8756 -0.4596 -2.502 2.286 0.376
C -0.4004 -0.1257 0.6812 0.810 -2.197 -3.616
O 0.6199 -0.3645 1.5089 1.522 -0.766 1.734
H -1.2013 -0.4908 -1.3196 0.938 -1.012 1.851
H -0.1359 -1.8715 -0.5338 0.588 -0.077 -0.200
H -0.9328 0.7745 0.8942 -0.198 0.424 0.139
H 1.2618 -1.0689 1.2139 -1.478 1.094 0.073